Entry 1:
{
  "formula": "C5H15NO",
  "method": "ωB97M-V/def2-TZVPD",
  "symbols": ["C", "N", "C", "C", "C", "C", "H", "H", "H", "H", "H", "H", "H", "H", "H", "H", "H", "H", "H", "O", "H", "H"],
  "xyz": [[-1.037, -2.458, 1.608], [-0.233, -1.254, 1.375], [0.130, -1.097, -0.023], [1.196, -0.035, -0.244], [0.604, 1.335, 0.159], [1.545, -0.019, -1.742], [-1.999, -2.325, 1.131], [-0.526, -3.349, 1.219], [-1.205, -2.570, 2.682], [0.574, -1.265, 1.984], [0.361, -2.062, -0.502], [-0.767, -0.741, -0.543], [2.150, -0.276, 0.231], [0.011, 1.732, -0.664], [-0.114, 1.103, 0.952], [1.353, 2.089, 0.405], [1.463, -1.016, -2.191], [0.860, 0.565, -2.351], [2.504, 0.449, -1.974], [-1.895, 3.154, -1.030], [-2.238, 2.300, -0.718], [-1.228, 3.430, -0.394]],
  "mulliken_charge": [-0.9009, -0.2366, -1.0995, 0.8691, -1.3549, -1.5537, 0.2853, 0.3126, 0.3319, 0.2286, 0.4545, 0.2468, 0.2915, 0.1695, 0.5263, 0.3506, 0.3805, 0.3160, 0.3702, -0.6634, 0.3272, 0.3486],
  "smiles": "CNCC(C)C.O",
  "homo_lumo_gap_ev": 9.844,
  "e_tot_ev": -8965.3711,
  "homo_energy_ev": -8.9,
  "max_force_ev_per_a": 1.56
}


Entry 2:
{
  "formula": "C4H8NO",
  "method": "ωB97M-V/def2-TZVPD",
  "symbols": ["C", "C", "C", "C", "N", "O", "H", "H", "H", "H", "H", "H", "H", "H"],
  "xyz": [[-2.707, -0.375, 0.694], [-0.848, -0.346, -0.234], [0.403, 0.111, 0.037], [2.718, 0.008, 0.266], [-2.077, 0.497, -0.318], [1.559, -0.573, 0.015], [-3.110, -1.220, 0.148], [-0.760, -1.342, -0.625], [0.419, 1.094, 0.433], [3.104, 0.060, -0.718], [3.219, -0.796, 0.894], [2.538, 0.980, 0.768], [-2.461, 0.416, -1.215], [-1.997, 1.486, -0.145]],
  "mulliken_charge": [-0.1705, -0.4897, 0.0902, -0.5524, -0.0040, -0.2356, 0.2397, 0.3794, 0.2465, 0.2622, 0.2103, 0.3626, 0.3191, 0.3422],
  "charge": 1,
  "homo_lumo_gap_ev": 8.553,
  "e_tot_ev": -7801.7843,
  "homo_energy_ev": -14.4,
  "max_force_ev_per_a": 8.98
}


Entry 3:
{
  "formula": "C3H6ClN2OP",
  "method": "ωB97M-V/def2-TZVPD",
  "symbols": ["C", "C", "C", "N", "N", "O", "P", "Cl", "H", "H", "H", "H", "H", "H"],
  "xyz": [[-0.789, -1.194, -0.017], [-0.144, -1.454, 1.326], [0.703, -0.295, 1.510], [-1.204, -0.878, -1.057], [1.907, -0.490, 1.188], [-0.403, 1.734, -0.549], [-0.709, 1.235, -1.876], [3.175, 0.724, 1.259], [-0.687, -1.494, 2.194], [0.479, -2.422, 1.268], [0.222, 0.602, 1.845], [0.249, 0.382, -2.209], [-2.097, 1.161, -2.093], [-0.700, 2.389, -2.788]],
  "mulliken_charge": [0.4479, -0.2385, -0.0183, -0.5405, -0.4461, -0.5708, 0.3331, -0.1038, 0.2737, 0.2500, 0.4291, 0.0767, 0.0725, 0.0350],
  "homo_lumo_gap_ev": 10.169,
  "e_tot_ev": -30043.3789,
  "homo_energy_ev": -9.7,
  "max_force_ev_per_a": 4.95
}


Entry 4:
{
  "formula": "C9H62NO23",
  "method": "ωB97M-V/def2-TZVPD",
  "symbols": ["C", "C", "C", "C", "C", "C", "N", "O", "C", "C", "C", "H", "H", "H", "H", "H", "H", "H", "H", "H", "H", "H", "H", "H", "H", "H", "H", "H", "H", "O", "H", "H", "O", "H", "H", "O", "H", "H", "O", "H", "H", "O", "H", "H", "O", "H", "H", "O", "H", "H", "O", "H", "H", "O", "H", "H", "O", "H", "H", "O", "H", "H", "O", "H", "H", "O", "H", "H", "O", "H", "H", "O", "H", "H", "O", "H", "H", "O", "H", "H", "O", "H", "H", "O", "H", "H", "O", "H", "H", "O", "H", "H", "O", "H", "H"],
  "xyz": [[10.669, -15.954, 10.513], [11.768, -16.412, 9.520], [12.420, -15.072, 8.867], [13.577, -14.463, 9.658], [14.495, -15.523, 10.051], [13.900, -16.545, 10.996], [12.844, -17.203, 10.164], [12.465, -18.532, 10.574], [13.471, -15.973, 12.384], [15.149, -17.471, 11.324], [11.123, -17.136, 8.299], [9.693, -15.778, 10.060], [10.884, -14.958, 10.899], [10.460, -16.653, 11.323], [11.639, -14.312, 8.865], [12.735, -15.140, 7.825], [13.243, -13.743, 10.405], [14.115, -13.725, 9.062], [15.457, -15.096, 10.336], [14.817, -16.019, 9.136], [12.791, -15.123, 12.345], [14.226, -15.783, 13.148], [12.789, -16.726, 12.780], [16.037, -16.999, 11.745], [15.462, -18.058, 10.460], [14.807, -18.225, 12.033], [10.550, -18.022, 8.571], [11.947, -17.474, 7.671], [10.531, -16.460, 7.682], [11.661, -12.584, 8.815], [11.154, -13.080, 9.458], [11.120, -11.819, 8.622], [13.231, -20.231, 10.319], [13.029, -19.326, 10.079], [14.033, -20.433, 9.837], [10.856, -15.638, 6.185], [10.729, -14.692, 6.116], [11.219, -15.768, 7.061], [11.011, -18.407, 12.184], [11.662, -18.040, 11.586], [11.344, -18.200, 13.058], [9.158, -18.650, 8.534], [9.412, -19.108, 7.732], [9.023, -17.743, 8.259], [16.071, -19.296, 11.360], [15.869, -19.828, 10.590], [15.235, -19.209, 11.817], [11.818, -17.874, 14.031], [11.878, -16.945, 14.253], [12.180, -18.326, 14.793], [12.644, -17.303, 6.184], [11.934, -16.733, 5.887], [12.835, -17.860, 5.429], [15.384, -15.110, 7.179], [15.976, -15.330, 6.459], [14.765, -15.840, 7.211], [17.400, -16.267, 12.124], [17.526, -16.401, 11.184], [17.177, -15.340, 12.205], [10.519, -12.870, 11.009], [9.794, -12.304, 11.274], [10.096, -13.622, 10.594], [13.995, -19.468, 12.309], [13.805, -19.420, 11.372], [13.778, -18.598, 12.643], [13.443, -14.612, 14.150], [13.957, -13.870, 13.832], [13.237, -15.116, 13.362], [9.668, -17.204, 6.446], [9.002, -16.883, 7.054], [10.376, -16.563, 6.505], [16.619, -18.253, 9.273], [16.897, -19.151, 9.456], [15.664, -18.304, 9.217], [14.514, -16.881, 7.560], [13.742, -17.027, 7.013], [14.169, -16.828, 8.452], [12.638, -18.962, 7.780], [11.792, -19.222, 8.144], [12.426, -18.279, 7.144], [9.334, -17.814, 10.852], [10.226, -17.856, 11.197], [9.371, -17.140, 10.174], [14.454, -18.809, 9.057], [13.951, -19.122, 8.305], [13.834, -18.278, 9.557], [13.591, -12.319, 8.629], [12.648, -12.232, 8.762], [13.963, -11.530, 9.023], [10.886, -19.420, 9.794], [11.584, -18.802, 10.013], [10.119, -18.869, 9.639], [15.462, -13.028, 7.505], [14.764, -12.794, 8.116], [15.372, -13.974, 7.387]],
  "mulliken_charge": [-2.5345, 4.9139, -2.7065, -0.9966, -1.7948, 3.9207, 1.6295, -0.2294, -1.4128, -2.1644, -2.2673, 0.5312, 0.1987, -0.1897, 1.1613, 1.3352, 0.4870, 0.1183, 0.7429, 0.2003, 0.7127, 0.7778, -0.9446, 2.0724, -1.5350, -1.7095, -2.7460, -1.1286, 1.4645, -0.5344, 0.6092, 0.3908, -0.7178, -0.6588, 0.5480, -0.6022, 0.4460, 0.2572, -0.9768, 0.1875, 0.3903, -0.5538, 0.4520, 0.8521, -0.8741, 0.5864, 0.9577, -0.4049, 0.3743, 0.2611, -0.4659, 0.3677, 0.2868, -0.5054, 0.2901, 0.1466, -0.7002, 0.4984, 0.3670, -0.5863, 0.3092, 0.4840, -1.0072, 0.9510, 0.5385, -0.8597, 0.3275, 0.1655, -0.8674, 0.3005, 0.4779, -0.7018, 0.3795, 0.3766, -0.8573, 0.9559, -1.4938, -0.7516, 0.5994, 1.2005, -0.8159, -0.0637, 0.2186, -0.0674, 0.6600, 1.1132, -0.7706, 0.4042, 0.1895, -0.7446, -1.0685, 1.0783, -0.9969, 0.0940, 0.6471],
  "charge": -1,
  "homo_lumo_gap_ev": 5.651,
  "e_tot_ev": -58877.8830,
  "homo_energy_ev": -4.6,
  "max_force_ev_per_a": 15.38
}